Entry 1:
The following is a DFT calculation (the ωB97M-V functional and the def2-TZVPD basis) of C23H62BaF9O17 as an isolated structure in a non-equilibrium geometry.

The value obtained for the LUMO energy is 1.4 eV. As for the HOMO energy: -0.191 Ha. The orbital gap comes out at 6.634 eV.

Geometry as ORCA input:
```
! RIJCOSX wB97M-V def2-TZVPD def2/J DEFGRID3
* xyz -1 1
Ba 17.12 -33.01 13.85
C 13.67 -33.55 14.07
O 14.22 -32.21 13.79
O 14.65 -34.46 14.17
C 12.59 -33.48 15.16
F 12.85 -32.71 16.23
F 11.45 -32.97 14.61
F 12.31 -34.69 15.63
C 13.54 -31.41 12.83
C 14.07 -29.98 12.98
H 14.01 -29.46 12.02
H 13.39 -29.40 13.61
H 15.11 -29.93 13.30
H 12.49 -31.40 13.13
H 13.64 -31.78 11.80
H 13.16 -33.70 13.10
C 18.12 -36.26 16.24
O 17.36 -37.46 16.02
O 17.83 -35.44 15.20
C 17.89 -35.76 17.70
F 18.50 -34.59 18.02
F 16.59 -35.55 17.98
F 18.33 -36.71 18.56
C 17.97 -38.65 16.51
C 16.93 -39.75 16.32
H 16.00 -39.58 16.86
H 16.60 -39.87 15.29
H 17.37 -40.68 16.69
H 18.28 -38.61 17.55
H 18.81 -38.91 15.85
H 19.19 -36.47 16.13
C 18.61 -29.65 15.04
O 18.54 -30.37 16.27
O 17.83 -30.29 14.14
C 18.31 -28.15 15.32
F 17.21 -27.89 16.03
F 19.37 -27.67 16.01
F 18.23 -27.47 14.17
C 19.72 -30.57 17.01
C 19.34 -31.38 18.21
H 20.18 -31.54 18.89
H 18.48 -31.01 18.78
H 19.18 -32.42 17.90
H 20.12 -29.62 17.38
H 20.51 -31.11 16.47
H 19.63 -29.73 14.66
C 23.01 -30.79 19.27
O 22.56 -29.97 20.35
H 24.10 -30.91 19.36
H 22.46 -31.73 19.33
H 22.85 -30.30 18.31
H 22.39 -30.52 21.11
C 20.49 -34.56 20.25
O 21.05 -33.34 20.84
H 20.87 -35.52 20.59
H 19.41 -34.50 20.40
H 20.70 -34.52 19.18
H 21.88 -33.70 21.16
C 18.86 -27.86 20.63
O 18.23 -26.98 21.52
H 18.44 -28.88 20.69
H 18.74 -27.64 19.57
H 19.89 -27.98 20.95
H 17.45 -26.56 21.17
C 13.82 -25.78 16.31
O 14.04 -26.77 15.35
H 12.99 -25.99 16.99
H 14.68 -25.65 16.99
H 13.67 -24.85 15.77
H 14.63 -27.46 15.66
C 21.45 -27.99 12.42
O 22.51 -27.65 13.31
H 20.59 -27.38 12.70
H 21.64 -27.72 11.38
H 21.26 -29.07 12.42
H 22.64 -28.40 13.90
C 17.96 -31.99 21.57
O 19.20 -31.33 21.66
H 17.43 -31.73 22.49
H 17.38 -31.65 20.71
H 17.98 -33.08 21.52
H 19.76 -31.67 20.96
C 21.00 -24.97 16.74
O 22.20 -24.35 16.26
H 20.55 -25.62 15.99
H 21.34 -25.58 17.58
H 20.24 -24.33 17.19
H 22.31 -24.66 15.35
C 15.78 -32.51 17.59
O 16.63 -32.34 16.47
H 16.25 -32.16 18.52
H 14.89 -31.89 17.52
H 15.67 -33.57 17.82
H 16.98 -31.44 16.53
C 17.23 -24.01 15.60
O 16.47 -22.91 16.04
H 17.02 -24.91 16.17
H 17.11 -24.16 14.52
H 18.31 -23.94 15.78
H 16.60 -22.16 15.47
C 20.48 -33.09 14.60
O 19.75 -33.23 13.39
H 19.81 -32.75 15.39
H 20.99 -34.01 14.88
H 21.29 -32.35 14.50
H 20.30 -33.69 12.75
C 17.39 -29.50 10.96
O 17.48 -28.45 11.87
H 16.84 -30.38 11.30
H 16.98 -29.09 10.03
H 18.35 -30.00 10.75
H 17.68 -28.86 12.74
*
```

---

Entry 2:
The following is a DFT calculation (the ωB97M-V functional and the def2-TZVPD basis) of a 9-piece molecular cluster, C23H64O9 overall in a non-equilibrium geometry.

The value obtained for the LUMO energy (spin up / spin down) is 2.5 / 2.4 eV. As for the HOMO energy (spin up / spin down): 0.031 / -0.285 Ha. The orbital gap (spin up / spin down) comes out at 1.651 / 10.181 eV.

Geometry as ORCA input:
```
! RIJCOSX wB97M-V def2-TZVPD def2/J DEFGRID3
* xyz -1 2
C 1.02 -3.92 -3.54
C 0.02 -3.04 -2.80
O 0.40 -1.74 -3.32
H 1.12 -4.89 -3.06
H 2.04 -3.54 -3.55
H 0.67 -4.03 -4.57
H 0.15 -3.00 -1.72
H -1.00 -3.24 -3.11
H 1.20 -1.55 -2.81
C 2.74 1.54 -3.56
C 3.44 0.74 -2.45
O 2.58 -0.17 -1.89
H 1.91 2.13 -3.18
H 2.45 0.81 -4.32
H 3.52 2.18 -3.99
H 3.89 1.39 -1.70
H 4.28 0.22 -2.91
H 2.08 0.24 -1.18
C -1.35 1.60 -3.70
C -1.83 0.39 -4.42
O -2.17 -0.67 -3.53
H -2.00 2.03 -2.94
H -1.15 2.33 -4.48
H -0.33 1.46 -3.34
H -1.07 0.00 -5.10
H -2.70 0.55 -5.04
H -1.40 -1.22 -3.41
C -3.07 4.50 -0.61
C -3.96 4.08 -1.71
O -4.52 5.19 -2.29
H -2.37 5.21 -1.05
H -2.57 3.61 -0.23
H -3.57 4.98 0.23
H -4.75 3.36 -1.47
H -3.38 3.59 -2.50
H -5.08 4.87 -3.00
C -0.30 -0.80 5.58
C 0.28 -2.15 5.64
C 1.54 -2.34 4.77
O 0.56 -2.35 6.98
H -0.61 -0.64 4.54
H 0.43 -0.02 5.81
H -1.16 -0.64 6.23
H -0.45 -2.87 5.27
H 2.43 -1.81 5.13
H 1.32 -2.06 3.74
H 1.74 -3.41 4.79
H -0.25 -2.21 7.47
C 1.96 4.77 1.99
C 0.49 4.34 1.84
C -0.44 5.50 2.24
O 0.28 4.04 0.48
H 2.66 3.97 1.73
H 2.19 5.01 3.03
H 2.19 5.63 1.35
H 0.36 3.43 2.43
H -0.26 5.90 3.23
H -1.47 5.21 2.07
H -0.29 6.34 1.55
H 0.25 4.88 0.02
C -0.74 0.70 -0.46
C 0.31 0.69 0.68
C 0.74 -0.75 1.06
O 1.44 1.37 0.19
H -0.32 0.43 -1.42
H -1.12 1.70 -0.66
H -1.63 0.09 -0.28
H -0.20 1.15 1.53
H -0.11 -1.16 1.60
H 1.64 -0.71 1.67
H 0.95 -1.31 0.15
H 1.16 2.28 0.26
C -3.20 -2.67 0.83
C -4.22 -1.76 1.46
C -4.09 -1.69 2.95
O -4.06 -0.47 0.98
H -3.27 -2.56 -0.25
H -3.26 -3.73 1.10
H -2.24 -2.30 1.18
H -5.23 -2.12 1.26
H -4.97 -1.31 3.47
H -3.18 -1.17 3.26
H -3.98 -2.72 3.30
H -3.85 -0.50 0.04
C 4.01 -4.95 -1.43
C 3.44 -3.58 -1.09
C 3.69 -3.22 0.39
O 3.97 -2.65 -1.97
H 5.09 -4.98 -1.53
H 3.60 -5.28 -2.38
H 3.72 -5.69 -0.69
H 2.36 -3.64 -1.23
H 3.51 -2.17 0.63
H 4.74 -3.38 0.64
H 3.05 -3.85 1.00
H 3.55 -1.79 -1.90
*
```

---

DFT total energy for every record listed, in sequence, given in eV: -84813.418 -43313.969.